Below is 2 unconnected molecules or ions with the total composition C8H11NO2 at a distorted geometry, with properties calculated with the ωB97M-V functional and the def2-TZVPD basis.

XYZ file:
```
22
Properties=species:S:1:pos:R:3:forces:R:3
C -2.758 0.207 -0.010 0.99 0.07 0.95
C -1.998 1.032 0.790 0.14 -1.62 -0.43
C -2.142 -0.840 -0.714 -1.20 2.34 0.38
C -0.672 0.743 1.004 1.63 -0.05 1.06
C -0.809 -0.979 -0.752 0.04 1.69 3.82
C -0.078 -0.340 0.313 1.00 -0.16 -1.50
C 2.135 -1.621 -0.389 0.23 -2.05 2.33
C 1.333 -0.628 0.402 -0.76 0.90 -0.29
N 0.666 2.226 -0.677 1.17 -1.32 0.10
O 1.928 -0.029 1.436 -1.96 0.68 0.69
O 1.598 1.279 -0.956 -0.90 1.22 0.74
H -3.805 0.376 0.095 -0.75 -0.33 -0.66
H -2.527 1.720 1.351 -0.58 1.71 1.04
H -2.827 -1.342 -1.275 -1.26 -1.91 -1.93
H -0.040 1.343 1.724 -0.99 -1.05 -0.69
H -0.320 -1.656 -1.318 1.29 -2.17 -1.91
H 2.374 -1.242 -1.310 0.82 1.44 -2.33
H 3.148 -1.841 0.159 -2.01 0.11 -0.97
H 1.591 -2.576 -0.695 0.62 0.99 1.10
H -0.220 1.895 -1.074 0.08 0.60 0.39
H 0.601 2.505 0.348 0.26 -0.45 -1.81
H 2.823 -0.231 1.549 2.15 -0.62 -0.09
```
Forces are in eV/Å.

Spin multiplicity = 1
Total charge = 0
F_max = 4.2 eV/A
HOMO energy (alpha / beta) = -0.30346 / -0.23994 Ha
Orbital gap (alpha / beta) = 8.5 / 6.9 eV
E_LUMO (alpha / beta) = 0.21 / 0.37 eV

***

Below is 2 unconnected molecules or ions with the total composition C3H8NS at a distorted geometry, with properties calculated with the ωB97M-V functional and the def2-TZVPD basis.

XYZ file:
```
13
Properties=species:S:1:pos:R:3:forces:R:3
C -0.072 0.178 4.251 0.25 -0.10 -0.59
S -0.431 -1.058 2.940 0.03 0.03 -0.02
H 0.962 0.102 4.591 0.10 -0.18 0.18
H -0.154 1.201 3.861 -0.34 -0.09 0.21
H -0.733 0.006 5.098 -0.06 0.31 0.15
C 0.307 1.054 -2.902 -0.36 0.25 0.36
C 0.498 -0.237 -2.660 0.24 -0.47 -0.90
N -0.503 -1.184 -2.434 -0.45 0.03 0.42
H -0.661 1.501 -2.715 -0.15 0.01 -0.04
H 1.079 1.742 -3.202 0.29 -0.18 -0.05
H 1.458 -0.705 -2.880 0.03 0.21 0.40
H -1.415 -0.771 -2.278 0.12 0.10 0.00
H -0.333 -1.830 -1.670 0.29 0.10 -0.13
```
Forces are in eV/Å.

Spin multiplicity = 1
Total charge = -1
F_max = 1.0 eV/A
HOMO energy = -0.07472 Ha
Orbital gap = 5.6 eV
E_LUMO = 3.62 eV

***

Below is a molecular structure, C33H51N5PRbSSi2Te at a distorted geometry, with properties calculated with the ωB97M-V functional and the def2-TZVPD basis.

XYZ file:
```
95
Properties=species:S:1:pos:R:3:forces:R:3
Rb 11.531 12.852 12.481 -0.18 -0.16 0.09
C 7.795 10.251 10.175 0.08 -0.42 0.50
C 8.467 11.257 10.874 0.94 0.27 1.07
N 9.262 11.054 11.939 -0.71 0.47 -0.95
C 9.436 9.802 12.400 -0.38 -0.61 0.44
C 8.734 8.705 11.787 0.88 -0.19 0.52
C 7.915 8.968 10.662 0.15 0.07 -0.12
C 8.976 7.392 12.287 -0.17 0.46 0.07
C 9.861 7.146 13.318 -0.48 0.68 -1.05
C 10.558 8.191 13.921 -0.61 1.07 0.07
C 10.294 9.557 13.586 0.62 -1.16 -0.17
N 10.915 10.586 14.190 0.32 0.84 -0.45
C 11.382 10.583 15.459 -0.32 0.77 0.65
C 10.848 9.788 16.484 -0.16 -0.49 -0.16
C 11.144 9.925 17.843 0.51 0.55 -0.17
C 12.020 10.900 18.270 0.00 -0.53 0.35
C 12.674 11.726 17.335 -0.56 0.29 -1.13
C 13.594 12.736 17.709 -0.01 0.86 -0.72
C 14.099 13.617 16.749 0.22 -0.22 1.09
C 13.674 13.490 15.431 -0.51 -0.90 0.12
N 12.836 12.544 15.061 -0.32 -0.44 -0.71
C 12.322 11.637 15.925 0.38 -0.01 0.62
H 7.207 10.503 9.300 -0.02 -0.12 0.08
H 8.374 12.299 10.570 0.03 -0.09 -0.06
H 7.425 8.136 10.157 0.06 0.11 0.16
H 8.430 6.590 11.845 -0.26 -0.55 -0.28
H 9.994 6.117 13.585 0.28 -0.30 0.37
H 11.247 8.014 14.740 -0.04 -0.12 -0.25
H 10.128 9.029 16.189 0.06 0.13 0.13
H 10.698 9.243 18.564 -0.07 0.17 -0.10
H 12.240 11.013 19.321 0.12 0.00 0.14
H 13.807 12.880 18.770 0.17 -0.15 -0.28
H 14.819 14.411 16.973 -0.34 -0.35 0.23
H 14.024 14.163 14.655 0.04 0.08 0.02
C 7.041 14.338 13.649 -0.28 -1.29 -0.02
N 7.771 13.739 14.755 0.59 1.39 -0.55
C 7.192 12.760 15.668 0.26 0.18 -0.13
C 8.146 12.901 16.852 0.21 -0.56 1.65
N 9.323 13.562 16.303 -0.47 0.56 -0.57
C 8.995 14.202 15.137 0.38 -1.00 0.40
S 10.076 15.240 14.331 -0.89 -0.17 0.36
H 6.835 13.526 12.915 -0.13 0.69 0.26
H 7.665 15.093 13.192 0.14 0.12 -0.05
H 6.104 14.793 14.013 0.25 -0.21 -0.19
H 7.181 11.747 15.248 0.29 0.17 -0.13
H 6.146 13.005 15.884 0.21 0.16 0.18
H 8.442 11.951 17.321 -0.16 0.09 -0.45
H 7.719 13.490 17.685 -0.04 0.04 -0.44
H 10.042 13.955 16.901 -0.17 -0.23 -0.36
C 8.329 15.569 9.836 0.42 -0.17 0.04
P 10.108 15.394 10.377 -0.05 -0.20 -0.15
C 10.428 17.069 11.065 -0.66 0.02 0.46
C 10.961 15.506 8.738 0.10 0.51 0.11
H 8.185 16.568 9.393 -0.15 -0.36 0.12
H 7.691 15.432 10.723 0.08 0.13 -0.42
H 8.092 14.783 9.089 0.09 0.45 0.45
H 9.909 17.834 10.456 0.26 -0.16 0.47
H 11.496 17.263 11.063 0.23 0.04 -0.10
H 10.109 17.080 12.139 0.03 0.16 -0.98
H 10.441 16.201 8.058 0.21 -0.25 0.13
H 10.984 14.500 8.309 0.09 0.20 -0.10
H 11.998 15.877 8.888 -0.58 -0.37 -0.10
C 15.474 9.823 8.839 0.42 -0.47 -0.86
Si 16.735 11.231 8.835 -0.04 -0.05 0.47
C 17.708 11.256 7.232 0.57 0.08 -0.33
C 17.937 11.074 10.287 -0.09 -0.03 0.15
C 15.855 12.916 9.006 0.02 0.58 -0.22
Te 14.829 13.337 10.887 0.50 -0.26 -0.44
C 14.649 15.475 10.684 0.33 0.17 -0.13
Si 16.069 16.467 11.504 -0.20 -0.29 0.35
C 17.790 15.906 10.924 -0.24 -0.13 -0.38
C 16.004 16.237 13.402 0.37 -0.13 -0.38
C 15.710 18.244 10.984 0.32 0.23 -0.25
H 15.940 8.854 8.479 -0.50 1.04 0.56
H 14.666 10.065 8.129 0.23 -0.08 0.13
H 14.999 9.676 9.805 0.08 -0.13 0.16
H 18.293 10.342 7.027 -0.39 0.15 0.29
H 18.467 12.055 7.283 -0.31 -0.10 -0.01
H 17.100 11.441 6.339 -0.03 0.02 0.17
H 18.449 10.102 10.260 -0.09 0.19 -0.01
H 17.375 11.122 11.237 0.23 -0.01 -0.31
H 18.715 11.859 10.319 -0.39 -0.26 -0.12
H 15.099 13.075 8.212 0.44 -0.11 0.33
H 16.653 13.691 8.884 -0.62 -0.44 0.18
H 13.671 15.742 11.140 0.51 -0.06 -0.38
H 14.629 15.693 9.593 -0.20 -0.12 0.65
H 18.055 14.912 11.336 -0.25 0.40 -0.28
H 18.573 16.605 11.266 -0.33 -0.14 -0.23
H 17.801 15.855 9.808 0.20 0.03 0.77
H 16.270 15.195 13.655 -0.20 0.29 -0.16
H 15.000 16.439 13.789 0.13 0.08 0.09
H 16.749 16.866 13.928 -0.47 -0.12 -0.31
H 15.921 18.406 9.897 -0.34 -0.17 0.78
H 16.391 18.909 11.528 -0.13 0.05 -0.06
H 14.675 18.555 11.227 0.48 -0.19 -0.23
```
Forces are in eV/Å.

Spin multiplicity = 1
Total charge = 0
F_max = 1.8 eV/A
HOMO energy = -0.20584 Ha
Orbital gap = 5.8 eV
E_LUMO = 0.17 eV